The following is a quantum chemistry calculation of a 2-piece molecular cluster, C4H12N2S overall in a non-equilibrium geometry, from the OMol25 dataset.

Values from the calculation:
Orbital gap   8.31 eV
Lowest unoccupied orbital energy   0.0331 Eh
E_tot   -667.257286 hartree
Largest force on an atom   1.52 eV Å⁻¹

Last column: natural (NBO) charge in e.
Geometry (Å):
C: -0.946 2.097 0.543  -0.11
C: -2.057 1.680 -0.086  -0.08
N: -2.157 0.454 -0.779  -0.85
N: 0.018 1.175 1.032  -0.85
H: -0.734 3.148 0.684  0.20
H: -2.899 2.362 -0.155  0.19
H: -2.887 0.525 -1.472  0.37
H: -1.325 0.150 -1.268  0.38
H: 1.011 0.731 -0.895  0.15
H: -0.455 0.325 1.313  0.37
H: 0.523 1.486 1.848  0.38
C: 1.964 -2.043 0.497  -0.61
C: 0.974 -1.567 -0.571  -0.53
S: 1.496 -0.226 -1.640  -0.06
H: 2.038 -1.369 1.351  0.20
H: 2.977 -2.082 0.083  0.21
H: 1.596 -3.013 0.831  0.21
H: 0.017 -1.398 -0.083  0.21
H: 0.846 -2.436 -1.232  0.21

***

The following is a quantum chemistry calculation of C30H54MoP2 as an isolated structure in a non-equilibrium geometry, from the OMol25 dataset.

Values from the calculation:
Orbital gap (alpha / beta)   6.29 / 5.51 eV
<S²>   2.006
Multiplicity   3
Total charge   +2
Lowest unoccupied orbital energy (alpha / beta)   -0.2523 / -0.2831 Eh
E_tot   -1925.712209 hartree
Largest force on an atom   3.85 eV Å⁻¹

Last column: Mulliken spin population.
Geometry (Å):
Mo: 1.843 0.969 1.001  1.42
C: 2.589 -1.320 0.789  -0.04
C: 2.972 -0.613 2.002  0.26
C: 0.704 -1.175 2.134  0.10
C: 1.212 -1.700 0.921  -0.02
C: 1.764 -0.452 2.803  -0.07
C: 3.528 -1.765 -0.275  -0.03
H: 4.383 -1.084 -0.357  0.00
H: 3.022 -1.809 -1.248  0.00
H: 3.921 -2.768 -0.057  0.00
C: 0.449 -2.616 0.038  0.00
H: 1.047 -2.961 -0.812  0.00
H: -0.453 -2.119 -0.353  0.00
H: 0.112 -3.507 0.591  0.00
C: -0.621 -1.539 2.687  0.01
H: -0.707 -2.630 2.822  0.00
H: -1.420 -1.247 1.988  0.00
H: -0.801 -1.067 3.659  0.00
C: 1.686 0.215 4.129  0.00
H: 2.598 0.039 4.708  0.00
H: 0.832 -0.150 4.704  0.00
H: 1.572 1.301 4.034  0.00
C: 4.364 -0.288 2.422  0.02
H: 4.856 -1.162 2.872  0.01
H: 4.379 0.520 3.158  0.00
H: 4.966 0.025 1.564  -0.01
C: 1.363 1.740 -0.856  -0.01
C: 2.762 1.380 -0.816  0.12
C: 3.853 2.418 -0.689  0.05
C: 3.914 3.117 0.688  0.08
C: 2.979 2.533 1.729  -0.04
C: 1.570 2.872 1.742  0.09
C: 0.988 3.784 0.689  0.02
C: 0.909 3.173 -0.733  0.05
H: 3.771 3.171 -1.489  -0.01
H: 3.744 4.198 0.564  0.00
H: 4.824 1.925 -0.855  -0.01
H: 1.456 3.821 -1.437  0.00
H: 0.725 1.091 -1.469  -0.02
H: 3.033 0.517 -1.430  -0.02
H: -0.135 3.220 -1.062  0.00
H: -0.021 4.069 1.016  -0.01
H: 1.094 2.945 2.728  0.02
H: 1.545 4.734 0.634  0.00
H: 4.946 3.049 1.064  -0.01
H: 3.437 2.405 2.713  0.00
P: 0.225 -0.928 -3.337  0.00
C: 0.133 -2.506 -4.287  0.00
H: -0.050 -2.312 -5.355  0.00
H: -0.672 -3.134 -3.881  0.00
H: 1.085 -3.040 -4.163  0.00
C: -1.337 -0.143 -3.912  0.00
H: -1.632 -0.504 -4.908  0.00
H: -1.213 0.949 -3.931  0.00
H: -2.130 -0.381 -3.191  0.00
C: 1.396 -0.020 -4.428  0.00
H: 1.491 1.012 -4.066  0.00
H: 1.055 -0.009 -5.475  0.00
H: 2.386 -0.488 -4.370  0.00
P: -3.148 1.345 0.956  0.00
C: -2.263 1.495 2.498  -0.01
H: -2.630 2.372 3.054  0.00
H: -1.180 1.577 2.329  0.02
H: -2.449 0.590 3.090  0.00
C: -2.907 2.745 -0.128  0.00
H: -1.950 3.253 0.060  0.00
H: -3.728 3.458 0.038  0.00
H: -2.933 2.415 -1.173  0.00
C: -4.900 1.383 1.375  0.00
H: -5.115 2.294 1.946  0.00
H: -5.145 0.504 1.984  0.00
H: -5.497 1.370 0.455  0.00
C: -3.423 -3.662 0.507  0.00
C: -3.549 -2.640 -0.632  0.00
C: -2.874 -3.201 -1.884  0.00
C: -5.035 -2.398 -0.932  0.00
C: -2.947 -1.346 -0.207  0.00
C: -2.799 -0.203 0.220  0.00
H: -3.960 -4.584 0.245  0.00
H: -3.858 -3.268 1.433  0.00
H: -2.372 -3.920 0.695  0.00
H: -3.365 -4.134 -2.199  0.00
H: -2.930 -2.492 -2.719  0.00
H: -1.817 -3.428 -1.690  0.00
H: -5.542 -2.014 -0.038  0.00
H: -5.154 -1.664 -1.737  0.00
H: -5.530 -3.327 -1.233  0.00

***

The following is a quantum chemistry calculation of a 2-piece molecular cluster, C2H10O4Si2 overall in a non-equilibrium geometry, from the OMol25 dataset.

Values from the calculation:
Orbital gap   10.70 eV
Lowest unoccupied orbital energy   -0.0045 Eh
E_tot   -962.287720 hartree
Largest force on an atom   2.38 eV Å⁻¹

Last column: natural (NBO) charge in e.
Geometry (Å):
C: -0.872 -1.081 -1.537  -1.17
C: -1.558 -1.823 1.485  -1.11
O: 1.333 3.285 0.790  -1.09
O: 2.634 1.327 0.069  -1.10
O: 1.197 2.686 -1.929  -1.19
O: -0.104 0.581 0.566  -1.12
Si: -0.362 -1.047 0.242  1.64
Si: 1.763 2.521 -0.557  2.35
H: -1.903 -1.441 -1.677  0.24
H: -0.773 -0.237 -2.240  0.27
H: -0.228 -1.880 -1.962  0.24
H: -1.802 -2.733 1.052  0.23
H: -1.020 -1.989 2.413  0.24
H: -2.539 -1.376 1.624  0.25
H: 0.494 3.753 0.642  0.51
H: 2.264 0.466 -0.206  0.52
H: 0.627 0.943 1.116  0.52
H: 0.853 -1.953 0.109  -0.24

***

The following is a quantum chemistry calculation of a 11-piece molecular cluster, C13H48N12O11 overall in a non-equilibrium geometry, from the OMol25 dataset.

Values from the calculation:
Orbital gap   8.74 eV
Lowest unoccupied orbital energy   -0.0073 Eh
E_tot   -2009.019588 hartree
Largest force on an atom   2.16 eV Å⁻¹

Last column: Löwdin charge in e.
Geometry (Å):
C: -24.637 -6.961 -13.965  -0.12
O: -25.724 -6.030 -13.976  -0.15
H: -23.781 -6.750 -14.607  0.07
H: -24.239 -7.066 -12.956  0.08
H: -25.116 -7.910 -14.213  0.09
H: -26.003 -5.791 -14.864  0.09
C: -25.485 -1.979 -15.676  -0.12
O: -24.616 -2.222 -16.785  -0.15
H: -25.611 -2.854 -15.037  0.05
H: -24.979 -1.218 -15.087  0.09
H: -26.456 -1.615 -16.009  0.08
H: -24.967 -2.826 -17.443  0.09
C: -22.058 -4.830 -17.644  -0.14
O: -20.928 -5.675 -17.685  -0.13
H: -22.389 -4.468 -18.620  0.09
H: -22.916 -5.282 -17.139  0.07
H: -21.800 -3.905 -17.123  0.05
H: -20.860 -6.140 -18.523  0.09
C: -21.174 -8.212 -10.434  -0.69
O: -22.000 -9.055 -10.085  0.01
N: -21.092 -7.706 -11.685  0.17
N: -20.278 -7.649 -9.585  0.16
H: -20.314 -7.165 -12.021  0.05
H: -21.750 -8.044 -12.366  0.10
H: -19.621 -6.967 -9.905  0.07
H: -20.317 -8.083 -8.677  0.11
C: -21.865 0.166 -17.725  -0.69
O: -22.728 0.601 -18.494  -0.01
N: -20.681 0.834 -17.547  0.15
N: -22.009 -1.002 -17.081  0.17
H: -20.405 1.371 -18.350  0.10
H: -19.951 0.524 -16.911  0.04
H: -22.946 -1.387 -17.035  0.06
H: -21.243 -1.405 -16.572  0.06
C: -19.249 -0.842 -14.642  -0.66
O: -18.995 0.142 -15.327  0.00
N: -19.663 -0.798 -13.338  0.17
N: -19.161 -2.142 -15.094  0.16
H: -19.940 -1.680 -12.950  0.06
H: -19.792 0.172 -13.089  0.12
H: -19.540 -2.931 -14.579  0.05
H: -18.885 -2.211 -16.060  0.11
C: -25.759 -3.313 -11.579  -0.68
O: -25.812 -2.190 -11.093  0.02
N: -24.654 -4.134 -11.469  0.16
N: -26.662 -3.785 -12.476  0.15
H: -24.520 -4.899 -12.097  0.06
H: -24.009 -3.765 -10.793  0.10
H: -27.376 -3.110 -12.693  0.11
H: -26.424 -4.587 -13.048  0.05
C: -19.242 -8.051 -15.453  -0.65
O: -18.480 -8.804 -14.849  0.01
N: -19.948 -8.381 -16.573  0.16
N: -19.655 -6.856 -14.943  0.18
H: -19.798 -9.234 -17.080  0.11
H: -20.527 -7.685 -17.010  0.06
H: -20.271 -6.272 -15.477  0.07
H: -19.256 -6.597 -14.051  0.05
C: -17.377 -6.382 -12.184  -0.59
O: -18.578 -6.111 -12.386  -0.07
N: -16.559 -5.621 -11.417  0.18
N: -16.744 -7.369 -12.853  0.19
H: -16.930 -4.771 -10.974  0.06
H: -15.594 -5.842 -11.269  0.11
H: -17.345 -7.825 -13.531  0.07
H: -15.753 -7.482 -12.798  0.11
C: -19.182 -3.838 -9.448  -0.07
C: -18.283 -2.813 -10.100  -0.30
O: -16.945 -3.280 -10.065  -0.08
H: -18.874 -4.855 -9.693  0.05
H: -20.248 -3.781 -9.677  0.08
H: -19.171 -3.750 -8.360  0.08
H: -18.455 -1.883 -9.547  0.12
H: -18.591 -2.531 -11.108  0.09
H: -16.398 -2.492 -9.981  0.11
C: -22.298 -3.306 -13.814  -0.08
C: -21.440 -4.242 -13.023  -0.32
O: -20.054 -4.022 -13.155  -0.11
H: -23.378 -3.411 -13.741  0.06
H: -22.115 -3.306 -14.894  0.06
H: -22.103 -2.278 -13.495  0.08
H: -21.739 -5.248 -13.351  0.10
H: -21.759 -4.121 -11.980  0.11
H: -19.663 -4.738 -12.609  0.05

***

The following is a quantum chemistry calculation of C20H13CuN4O6Se as an isolated structure, from the OMol25 dataset.

Values from the calculation:
Orbital gap (alpha / beta)   4.75 / 4.75 eV
<S²>   0.753
Multiplicity   2
Total charge   -1
Lowest unoccupied orbital energy (alpha / beta)   0.0044 / 0.0045 Eh
E_tot   -5482.403292 hartree
Largest force on an atom   0.78 eV Å⁻¹

Last column: Mulliken spin population.
Geometry (Å):
Cu: -0.226 0.393 0.381  0.70
O: 1.910 -6.877 -1.924  0.00
C: 0.677 -6.743 -1.789  0.00
O: -0.254 -7.581 -1.806  0.00
C: 0.201 -5.268 -1.558  0.00
C: -1.139 -4.940 -1.729  0.00
C: -1.538 -3.635 -1.502  0.00
N: -0.705 -2.677 -1.089  0.00
C: 0.575 -2.984 -0.916  -0.01
C: 1.077 -4.266 -1.165  0.00
C: 1.530 -1.915 -0.386  0.00
O: 2.708 -2.020 -0.673  0.02
O: 1.075 -0.964 0.398  0.11
H: -1.840 -5.710 -2.026  0.00
H: -2.580 -3.338 -1.640  0.00
H: 2.131 -4.465 -1.048  0.00
C: -2.211 3.908 1.796  0.00
C: -1.086 3.082 1.209  0.00
O: -1.351 1.864 1.058  0.05
C: 0.157 3.695 0.880  -0.02
C: 0.375 5.063 1.199  0.00
C: 1.563 5.682 0.956  0.00
C: 2.616 4.935 0.371  0.00
C: 2.448 3.630 0.027  0.01
C: 1.206 2.947 0.239  0.01
O: 1.108 1.747 -0.172  0.07
H: -3.073 3.260 1.929  0.00
H: -2.474 4.733 1.133  0.00
H: -1.922 4.319 2.764  0.00
H: -0.425 5.631 1.656  0.00
H: 1.706 6.723 1.210  0.00
H: 3.573 5.414 0.197  0.00
H: 3.245 3.049 -0.421  0.00
Se: -2.633 -2.052 3.802  0.00
N: -4.175 -1.873 2.959  0.00
C: -3.877 -1.362 1.781  0.00
C: -4.810 -1.029 0.761  0.00
C: -4.314 -0.514 -0.389  0.00
C: -2.913 -0.307 -0.550  -0.01
N: -2.022 -0.587 0.353  0.06
C: -2.472 -1.106 1.535  0.00
N: -1.645 -1.402 2.510  0.00
H: -5.869 -1.194 0.909  0.00
H: -4.976 -0.251 -1.202  0.00
H: -2.526 0.078 -1.487  0.00

***

The following is a quantum chemistry calculation of C6H16IO2Zn as an isolated structure in a non-equilibrium geometry, from the OMol25 dataset.

Values from the calculation:
Orbital gap   5.17 eV
Total charge   +1
Lowest unoccupied orbital energy   -0.2709 Eh
E_tot   -2465.414464 hartree
Largest force on an atom   2.62 eV Å⁻¹

Last column: natural (NBO) charge in e.
Geometry (Å):
Zn: 1.939 2.351 -1.921  1.36
I: -0.094 2.815 -0.336  -0.41
C: 1.318 -1.445 -1.653  -0.66
C: 1.458 -0.678 -2.958  0.09
C: 0.649 -1.300 -4.087  -0.64
O: 0.902 0.685 -2.806  -0.85
H: 1.425 -2.507 -1.876  0.25
H: 0.497 -1.189 -0.992  0.24
H: 2.257 -1.282 -1.104  0.22
H: 2.476 -0.608 -3.335  0.20
H: -0.416 -1.315 -3.843  0.22
H: 0.959 -2.328 -4.275  0.24
H: 0.811 -0.745 -5.010  0.23
H: -0.016 0.568 -2.519  0.53
C: -2.216 0.104 2.422  -0.64
C: -1.401 0.866 3.452  0.08
C: 0.010 0.339 3.633  -0.64
O: -1.376 2.279 3.122  -0.70
H: -2.068 -0.980 2.463  0.22
H: -2.082 0.424 1.384  0.19
H: -3.289 0.173 2.621  0.23
H: -1.952 0.896 4.392  0.20
H: 0.452 0.523 4.613  0.23
H: 0.726 0.768 2.923  0.20
H: 0.063 -0.740 3.467  0.21
H: -1.031 2.328 2.225  0.43